Entry 1:
{
  "formula": "C33H37BN6O9",
  "method": "ωB97M-V/def2-TZVPD",
  "homo_ev": -7.890,
  "energy_ha": -2310.2422,
  "elements": ["O", "O", "O", "O", "O", "O", "O", "O", "O", "N", "N", "N", "N", "N", "N", "C", "C", "C", "C", "C", "C", "C", "C", "C", "C", "C", "C", "C", "C", "C", "C", "C", "C", "C", "C", "C", "C", "C", "C", "C", "C", "C", "C", "C", "C", "C", "C", "C", "B", "H", "H", "H", "H", "H", "H", "H", "H", "H", "H", "H", "H", "H", "H", "H", "H", "H", "H", "H", "H", "H", "H", "H", "H", "H", "H", "H", "H", "H", "H", "H", "H", "H", "H", "H", "H", "H"],
  "xyz": [[-5.161, 8.521, 12.908], [-0.491, 9.427, 17.557], [4.385, 8.493, 2.647], [-1.994, 12.009, 17.688], [-3.157, 10.165, 11.497], [-3.893, 9.139, 14.792], [-2.945, 11.130, 15.796], [-1.617, 9.160, 15.688], [-2.292, 10.348, 13.550], [-1.986, 9.807, -2.007], [2.112, 14.691, 6.767], [-1.235, 10.523, 3.883], [-4.645, 16.002, 3.947], [-7.619, 9.587, 3.489], [0.860, 6.078, 7.209], [-1.554, 10.749, -2.871], [4.528, 7.594, 1.561], [-3.340, 8.840, -3.795], [1.266, 3.705, 7.182], [-1.341, 9.750, 16.728], [-3.163, 9.896, 12.717], [-4.464, 16.989, 3.032], [1.806, 3.731, 8.448], [3.377, 16.637, 8.409], [1.527, 15.175, 7.897], [-1.975, 10.808, -4.184], [-2.937, 9.882, -4.614], [5.586, 8.533, 3.416], [-9.807, 8.746, 4.043], [-8.048, 9.838, 2.230], [-4.212, 9.028, 13.494], [-2.808, 8.831, -2.510], [0.789, 4.850, 6.629], [-10.291, 8.957, 2.743], [2.104, 16.087, 8.758], [6.030, 7.084, 3.337], [3.913, 16.204, 7.153], [-5.839, 18.533, 4.304], [-2.138, 11.135, 16.834], [-9.338, 9.488, 1.802], [3.311, 15.222, 6.401], [-8.468, 8.961, 4.367], [-5.413, 16.256, 5.042], [-5.064, 18.241, 3.148], [1.955, 4.945, 9.115], [5.771, 6.762, 1.910], [-6.040, 17.522, 5.254], [1.558, 6.127, 8.403], [-2.670, 9.945, 14.955], [-8.148, 8.745, 5.376], [3.585, 7.048, 1.553], [-10.474, 8.294, 4.762], [-7.294, 10.282, 1.596], [-2.224, 10.701, 3.985], [-0.880, 11.500, -2.489], [-5.591, 15.461, 5.751], [-9.603, 9.637, 0.766], [-6.603, 17.839, 6.120], [6.632, 6.906, 1.257], [2.142, 2.778, 8.830], [-6.236, 19.528, 4.441], [0.571, 14.724, 8.118], [7.051, 6.952, 3.697], [-0.998, 10.343, 2.917], [3.833, 14.947, 5.497], [6.291, 9.285, 3.061], [-3.313, 10.063, -5.610], [0.299, 4.746, 5.672], [-3.778, 16.783, 2.224], [5.353, 6.461, 3.920], [-0.651, 11.300, 4.158], [-0.904, 9.755, 4.450], [-4.087, 8.165, -4.185], [4.883, 16.566, 6.846], [3.867, 17.333, 9.074], [-3.124, 7.997, -1.902], [1.736, 7.111, 8.811], [-4.878, 19.020, 2.424], [5.512, 5.706, 1.836], [4.689, 8.139, 0.631], [1.203, 2.737, 6.706], [-1.620, 11.541, -4.892], [-11.259, 8.587, 2.438], [2.430, 5.016, 10.082], [1.517, 16.436, 9.595], [5.464, 8.901, 4.435]],
  "mulliken_charge": [-0.5915, -0.6597, -0.4147, -0.6186, -0.6868, -0.4817, -0.4854, -0.4531, -0.4602, -0.5181, -0.5255, -0.5139, -0.5768, -0.5317, -0.4906, -0.1625, -0.3537, -0.3612, -0.2865, 0.6042, 0.6835, -0.1248, -0.1794, -0.2862, -0.1342, -0.3275, -0.1578, -0.4876, -0.2483, -0.1740, 0.5244, -0.1787, -0.1707, -0.3223, -0.3503, -0.4340, -0.2971, -0.2026, 0.6009, -0.3014, -0.1314, -0.1911, -0.1913, -0.3403, -0.3957, -0.5558, -0.3149, -0.2213, 1.0239, 0.3528, 0.2804, 0.3303, 0.3691, 0.3792, 0.3296, 0.3643, 0.3376, 0.3417, 0.3125, 0.3479, 0.3601, 0.3452, 0.3355, 0.3776, 0.3212, 0.2668, 0.3401, 0.3286, 0.3419, 0.2217, 0.3799, 0.3725, 0.3579, 0.3209, 0.3837, 0.3296, 0.3674, 0.3430, 0.2594, 0.2380, 0.3377, 0.3498, 0.3795, 0.3656, 0.3549, 0.3302]
}


Entry 2:
{
  "formula": "C33H37ClLaN4",
  "method": "ωB97M-V/def2-TZVPD",
  "homo_ev": -2.089,
  "total_charge": -1,
  "energy_ha": -1990.4638,
  "elements": ["La", "Cl", "N", "N", "N", "N", "C", "C", "C", "C", "C", "C", "C", "C", "C", "C", "C", "C", "C", "C", "C", "C", "C", "C", "C", "C", "C", "C", "C", "C", "C", "C", "C", "C", "C", "C", "C", "C", "C", "H", "H", "H", "H", "H", "H", "H", "H", "H", "H", "H", "H", "H", "H", "H", "H", "H", "H", "H", "H", "H", "H", "H", "H", "H", "H", "H", "H", "H", "H", "H", "H", "H", "H", "H", "H", "H"],
  "xyz": [[-1.260, 0.047, -0.739], [2.125, 3.263, 3.202], [-0.274, -0.416, -3.025], [-3.449, 3.037, -0.836], [-0.927, 1.533, 1.367], [1.854, -0.507, -2.401], [-2.906, -1.719, 0.859], [-2.898, -2.833, -1.492], [3.589, -1.603, -1.051], [5.297, -0.344, 2.125], [-1.276, 3.928, -2.429], [-2.277, -2.451, -0.197], [4.447, -0.399, 0.892], [0.294, 1.761, 1.928], [-0.541, 3.743, 3.038], [-4.345, -1.375, 0.960], [-0.918, -2.682, 0.186], [-1.707, 2.601, -2.501], [2.280, 2.028, -1.016], [-2.251, -0.978, 3.229], [-1.804, 3.429, 2.543], [1.721, -1.296, -3.558], [0.009, -3.599, -0.521], [3.725, 0.729, 0.503], [0.503, -2.194, 2.296], [-2.883, 2.152, -1.744], [3.512, -2.911, -1.781], [4.378, -1.549, 0.107], [-3.018, 4.284, -0.784], [0.516, 2.886, 2.727], [-3.233, 0.791, -1.717], [-1.964, 2.314, 1.729], [2.879, -0.441, -1.429], [0.620, 0.043, -2.138], [2.952, 0.743, -0.655], [-1.942, 4.795, -1.552], [-1.935, -1.481, 1.872], [-0.706, -2.056, 1.451], [0.430, -1.176, -3.982], [-4.478, -0.299, 1.162], [0.428, -3.070, 2.964], [0.965, -3.692, 0.012], [3.739, 1.620, 1.130], [-1.274, 1.847, -3.173], [-0.364, 4.644, 3.612], [1.975, 2.542, -0.099], [6.168, 0.314, 1.990], [2.546, -1.860, -3.959], [4.255, -2.970, -2.590], [-2.843, -1.720, 3.796], [-4.266, 0.454, -1.602], [-0.438, 4.278, -3.047], [-1.328, -0.768, 3.786], [1.381, 1.916, -1.639], [1.109, 1.078, 1.691], [-4.861, -1.621, 0.024], [1.410, -2.312, 1.688], [-2.845, -0.055, 3.163], [-3.523, 4.952, -0.074], [-2.951, 2.062, 1.329], [-2.968, -1.972, -2.189], [-2.683, 4.034, 2.746], [4.719, 0.049, 2.971], [-1.678, 5.844, -1.448], [0.216, -3.239, -1.540], [-0.427, -4.608, -0.620], [4.936, -2.437, 0.415], [0.636, -1.304, 2.925], [-4.831, -1.926, 1.784], [3.730, -3.740, -1.093], [5.662, -1.342, 2.381], [-3.921, -3.205, -1.330], [-0.008, -1.546, -4.898], [-2.305, -3.625, -1.974], [2.967, 2.702, -1.548], [2.531, -3.123, -2.216]],
  "mulliken_charge": [0.0683, -0.2431, -0.3526, -0.5693, 0.8916, 0.2896, 0.6485, -1.5260, 1.3722, -1.5568, -0.3111, -0.6157, 0.7216, -1.0280, -0.3806, -1.6882, 0.8831, -0.2282, -1.1815, -1.5117, -1.0327, -0.1279, -1.3555, -0.7550, -1.8032, -0.5573, -2.0723, -0.9050, -0.2295, 0.0717, -0.6220, -0.3488, 0.2202, 0.0776, 1.1242, -0.6616, 1.0302, 0.8897, -1.4160, 0.2024, 0.2643, 0.4560, 0.3994, 0.7488, 0.4278, 0.1175, 0.3183, 0.5909, 0.3623, 0.3024, 0.4010, 0.3762, 0.3638, 0.3149, 0.7071, 0.4340, 0.2433, 0.2811, 0.4208, 0.6315, 0.1731, 0.4363, 0.3245, 0.3326, 0.1274, 0.2843, 0.2674, 0.3882, 0.3126, 0.3787, 0.3522, 0.4342, 0.4121, 0.3451, 0.4661, 0.3929]
}


Entry 3:
{
  "formula": "C33H37FN9O6S2SeTi",
  "method": "ωB97M-V/def2-TZVPD",
  "relative_energy_kcal_mol": 32.66,
  "homo_ev": -9.559,
  "total_charge": 1,
  "energy_ha": -6371.0474,
  "elements": ["Se", "Ti", "S", "S", "F", "O", "O", "O", "O", "O", "O", "N", "N", "N", "N", "N", "N", "N", "N", "N", "C", "C", "C", "C", "C", "C", "C", "C", "C", "C", "C", "C", "C", "C", "C", "C", "C", "C", "C", "C", "C", "C", "C", "C", "C", "C", "C", "C", "C", "C", "C", "C", "C", "H", "H", "H", "H", "H", "H", "H", "H", "H", "H", "H", "H", "H", "H", "H", "H", "H", "H", "H", "H", "H", "H", "H", "H", "H", "H", "H", "H", "H", "H", "H", "H", "H", "H", "H", "H", "H"],
  "xyz": [[-2.642, -0.475, -3.609], [-1.579, -2.813, -0.205], [-2.416, -4.925, 0.791], [-3.004, 2.501, 1.981], [2.208, 1.450, -3.760], [-2.075, -1.952, 1.289], [-2.828, 2.382, 3.398], [-1.601, 2.280, 1.283], [-0.514, -1.325, -0.656], [-1.568, -0.992, 3.249], [-3.487, 3.704, 1.384], [0.675, 1.946, 1.522], [-5.751, -2.293, -0.051], [0.072, -3.782, 0.580], [-1.635, -4.831, 3.351], [-0.312, -3.715, -1.901], [-2.983, -2.550, -1.561], [3.092, 3.684, -2.304], [-0.044, -4.109, 1.899], [3.311, 6.146, -2.473], [2.526, -3.799, 0.575], [3.439, 5.520, -3.835], [-0.577, 1.370, 1.862], [-1.269, -4.588, 2.097], [-5.014, -0.949, 1.810], [1.185, 3.006, 2.385], [1.700, -3.490, -3.781], [4.361, 5.601, -1.538], [3.015, 4.039, -3.705], [1.804, 1.598, -2.471], [-0.772, 0.026, 1.267], [2.285, 2.670, -1.732], [4.345, 4.067, -1.693], [-4.693, -0.167, -0.452], [0.940, 0.680, -1.925], [1.181, -3.693, -0.047], [-0.817, -4.499, 4.515], [-3.905, 1.135, 1.400], [-4.076, 0.965, 0.024], [0.975, -3.576, -1.519], [-0.311, -0.201, 0.027], [0.390, -3.671, -4.177], [0.550, 0.799, -0.600], [-0.593, -3.758, -3.197], [2.004, -3.443, -2.424], [-1.497, -0.982, 2.052], [0.541, 4.378, 2.210], [-5.151, -1.152, 0.435], [-4.388, 0.185, 2.291], [1.053, 1.854, 0.196], [-2.853, -1.697, -2.378], [0.241, -5.546, 4.816], [1.916, 2.777, -0.395], [-5.371, -1.703, 2.501], [0.565, -0.139, -2.525], [3.346, 7.164, -2.514], [0.586, 4.726, 1.176], [-5.549, -2.541, -1.005], [2.403, 5.865, -2.096], [-3.707, 1.711, -0.670], [-1.638, -3.860, -3.457], [1.055, 5.102, 2.845], [-0.371, -3.523, 4.328], [-5.793, -3.082, 0.571], [4.448, 3.597, -0.719], [-2.542, -5.245, 3.483], [4.481, 5.641, -4.127], [5.309, 6.049, -1.829], [1.993, 3.908, -4.050], [2.439, -3.703, 1.654], [1.039, 2.666, 3.411], [3.666, 3.436, -4.345], [-0.508, 4.366, 2.499], [4.095, 5.937, -0.538], [0.114, -3.727, -5.220], [2.487, -3.393, -4.517], [2.266, 3.058, 2.237], [0.912, -5.664, 3.965], [2.989, -4.762, 0.347], [-4.816, -0.309, -1.519], [-0.211, -6.513, 5.039], [3.022, -3.324, -2.082], [-4.235, 0.320, 3.353], [2.257, 3.634, 0.169], [5.197, 3.746, -2.305], [2.812, 6.079, -4.525], [-0.704, 1.341, 2.943], [0.833, -5.244, 5.681], [-1.504, -4.387, 5.353], [3.182, -3.015, 0.191]],
  "mulliken_charge": [-0.1031, -0.8279, -0.4098, 1.4033, -0.3981, -0.0991, -0.7129, -0.1909, 0.3336, -0.6620, -0.7226, 0.2894, -0.4530, 1.5055, -0.0696, 0.2059, -0.5643, 0.1939, -1.1171, -0.1512, -1.9059, -0.6354, -0.9606, 0.3126, -0.7566, -0.9503, -0.5345, -0.7201, -0.6751, 0.0308, 0.4325, -1.1624, -0.7267, -0.7870, 0.0832, 0.4015, -0.2806, -0.2066, -0.5928, 0.9944, 0.6074, -0.9204, 0.2443, -0.1496, -0.7665, 0.1750, -0.9697, 0.1498, -0.2135, 0.0945, 0.2792, -1.1402, -0.8280, 0.3384, 0.6890, 0.3287, 0.2135, 0.2674, 0.3566, 0.4693, 0.5807, 0.4107, 0.0800, 0.2442, 0.4488, 0.2516, 0.3527, 0.3752, 0.4774, 0.4020, 0.4739, 0.4022, 0.2704, 0.4095, 0.4455, 0.4681, 0.5419, 0.2937, 0.3419, 0.9430, 0.3099, 0.4306, 0.4809, 0.6996, 0.3751, 0.3622, 0.7776, 0.3530, 0.5108, 0.4510]
}


Entry 4:
{
  "formula": "C33H37InN6O3",
  "method": "ωB97M-V/def2-TZVPD",
  "relative_energy_kcal_mol": 0.00,
  "homo_ev": [-4.843, -4.341],
  "energy_ha": -2024.0321,
  "elements": ["In", "O", "O", "O", "N", "N", "N", "N", "N", "N", "C", "C", "C", "C", "C", "C", "C", "C", "C", "C", "C", "C", "C", "C", "C", "C", "C", "C", "C", "C", "C", "C", "C", "C", "C", "C", "C", "C", "C", "C", "C", "C", "C", "H", "H", "H", "H", "H", "H", "H", "H", "H", "H", "H", "H", "H", "H", "H", "H", "H", "H", "H", "H", "H", "H", "H", "H", "H", "H", "H", "H", "H", "H", "H", "H", "H", "H", "H", "H", "H"],
  "xyz": [[9.905, 11.609, 9.950], [11.487, 11.534, 8.573], [8.842, 12.989, 8.467], [8.089, 13.753, 6.233], [11.965, 9.489, 7.642], [9.977, 13.748, 10.543], [11.642, 11.856, 11.542], [8.956, 10.079, 8.272], [9.021, 14.613, 10.111], [8.905, 10.228, 11.235], [5.806, 16.613, 8.104], [8.519, 14.154, 8.982], [13.685, 11.326, 12.687], [12.793, 13.551, 12.835], [7.267, 8.372, 13.868], [7.337, 11.054, 12.971], [12.110, 10.826, 7.715], [12.628, 11.008, 11.846], [6.055, 13.129, 12.211], [6.809, 15.999, 8.830], [11.747, 13.117, 11.989], [8.165, 10.018, 12.254], [7.688, 8.006, 6.915], [9.196, 6.358, 13.075], [7.563, 14.988, 8.214], [7.689, 10.208, 7.828], [6.438, 9.326, 14.460], [8.025, 6.844, 11.012], [7.011, 9.230, 7.111], [7.396, 14.712, 6.872], [8.861, 7.494, 12.126], [9.623, 8.933, 8.048], [6.482, 15.446, 6.121], [7.415, 12.525, 12.613], [8.034, 13.365, 13.717], [8.975, 7.845, 7.398], [8.116, 8.650, 12.815], [5.645, 16.344, 6.732], [12.991, 11.553, 6.760], [11.057, 8.749, 8.478], [10.868, 14.086, 11.452], [13.739, 12.637, 13.222], [6.509, 10.647, 13.990], [8.094, 12.559, 11.742], [12.823, 14.619, 13.162], [7.763, 7.549, 10.204], [9.814, 5.588, 12.606], [12.426, 11.792, 5.857], [4.813, 16.838, 6.177], [13.836, 10.965, 6.424], [5.902, 11.420, 14.501], [5.760, 9.098, 15.288], [6.009, 9.436, 6.739], [6.249, 14.079, 11.691], [5.508, 12.463, 11.521], [7.232, 7.140, 6.415], [9.065, 13.116, 13.931], [7.233, 11.148, 8.109], [14.533, 12.946, 13.901], [6.444, 15.196, 5.051], [9.513, 6.885, 7.314], [5.166, 17.335, 8.624], [11.200, 9.015, 9.524], [8.580, 13.249, 7.021], [9.784, 7.945, 11.721], [8.554, 5.972, 10.629], [7.276, 7.346, 14.241], [12.491, 9.002, 6.915], [10.965, 15.148, 11.768], [8.019, 14.408, 13.390], [9.691, 6.678, 13.997], [5.412, 13.347, 13.070], [7.493, 13.329, 14.675], [14.459, 10.593, 12.883], [11.300, 7.674, 8.393], [12.527, 10.011, 11.425], [7.097, 6.475, 11.456], [13.313, 12.476, 7.222], [6.918, 16.236, 9.890], [8.282, 5.827, 13.380]],
  "mulliken_charge": [1.9528, -0.6087, -0.9779, -0.7955, 0.0441, 0.6166, 0.0637, 0.2624, -1.4247, -0.5769, -0.6892, 1.0161, -1.0134, -1.1948, 0.1514, -0.4291, 0.7117, 0.0035, -1.5324, -0.5728, 1.3346, -0.1754, -0.3379, -1.9325, 0.4212, -0.2974, -1.7677, -1.1613, -1.0640, 0.1222, 1.4605, 0.9812, -0.4594, 3.2344, -1.4125, -0.8193, 0.5776, -0.3913, -1.5200, -0.7237, -0.7753, -0.2364, 0.1967, -1.8432, 0.3685, 0.1087, 0.4470, 0.3279, 0.3311, 0.4572, 0.2402, 0.3146, 0.4304, 0.2667, 0.3557, 0.3750, 0.2762, 0.5766, 0.4186, 0.3980, 0.3674, 0.3580, -0.4955, 0.4736, -0.3031, 0.3821, 0.1566, 0.2896, 0.2379, 0.4139, 0.4193, 0.3962, 0.3177, 0.4119, 0.6203, 0.3358, 0.3674, 0.3347, 0.4414, 0.3644]
}